A 12-piece molecular cluster, C20H64N12O12 overall. Source: OMol25; level of theory: ωB97M-V/def2-TZVPD.

Last column: Löwdin charge in e.
Positions of all 108 atoms, in Å:
C (27.3980, -3.2320, 17.7880)  -0.1146
O (25.9900, -3.1620, 17.9080)  -0.1702
H (27.6470, -3.4050, 16.7570)  0.0569
H (27.7400, -4.0900, 18.3430)  0.0536
H (27.8310, -2.2840, 18.1870)  0.0858
H (25.6190, -4.0700, 17.8930)  0.0320
C (22.8930, -2.4530, 19.3350)  -0.1246
O (22.4930, -3.1870, 20.4790)  -0.1351
H (23.6230, -3.0800, 18.7010)  0.0803
H (23.5110, -1.5530, 19.6580)  0.0808
H (22.1120, -2.0910, 18.6410)  0.0972
H (22.4740, -2.6410, 21.2590)  0.0965
C (22.2880, -2.7740, 15.5660)  -0.6872
O (21.2010, -1.9750, 15.5670)  -0.1274
N (22.2940, -3.9320, 15.0060)  0.1437
N (23.4130, -2.5300, 16.1180)  0.1827
H (21.4690, -4.4050, 14.5350)  0.1527
H (23.0420, -4.5890, 14.9900)  0.0287
H (23.6420, -1.5930, 16.4560)  0.0742
H (24.1920, -3.1240, 16.1600)  0.0523
C (25.0670, 0.1030, 18.6070)  -0.6521
O (24.1990, -0.1770, 17.5820)  -0.1070
N (25.8490, -0.7880, 19.1190)  0.1197
N (25.2040, 1.2890, 19.1180)  0.1606
H (25.9350, -1.7750, 18.7080)  0.0749
H (26.4160, -0.6350, 20.0200)  0.0415
H (24.8030, 2.1530, 18.6800)  0.1568
H (26.0210, 1.4070, 19.7210)  0.0792
C (29.2090, -3.4420, 20.7620)  -0.6353
O (29.7370, -4.0320, 19.6780)  -0.0462
N (29.4660, -2.2200, 21.0170)  0.1708
N (28.3260, -4.0070, 21.5280)  0.1627
H (30.0320, -1.7780, 20.2520)  0.1248
H (29.3890, -1.9520, 21.9840)  0.1395
H (28.1360, -4.9780, 21.3550)  0.0991
H (28.0250, -3.6780, 22.4610)  0.1630
C (28.1470, 0.5180, 20.9240)  -0.6931
O (29.0260, 1.0310, 21.7830)  -0.0424
N (27.4040, -0.4870, 21.1690)  0.1010
N (28.0030, 0.9540, 19.7010)  0.1696
H (27.3370, -0.5180, 22.2090)  0.1699
H (27.9970, -1.2640, 20.9110)  0.0659
H (28.6780, 1.7110, 19.4710)  0.1592
H (27.4110, 0.5150, 19.0010)  0.0956
C (25.5190, -5.6820, 16.3170)  -0.5922
O (24.5740, -5.2930, 15.4120)  -0.0971
N (26.7810, -5.8010, 16.1470)  0.2040
N (25.1970, -5.7500, 17.5910)  0.1479
H (27.2100, -5.5360, 15.2200)  0.1579
H (27.3850, -6.1620, 16.9250)  0.0915
H (24.2020, -5.6480, 17.8250)  0.1364
H (25.8350, -6.0900, 18.3230)  0.0932
C (25.3810, -5.1680, 20.6060)  -0.6358
O (26.2510, -6.1890, 20.4920)  -0.0977
N (25.7340, -3.9650, 20.9160)  0.1891
N (24.0900, -5.2720, 20.3930)  0.1786
H (26.7840, -3.8240, 20.8940)  0.0753
H (25.1430, -3.2010, 20.9500)  0.0774
H (23.8220, -6.1920, 20.0870)  0.1182
H (23.3360, -4.5400, 20.4660)  0.0748
C (25.8930, -1.3590, 14.4950)  -0.0277
C (26.3160, -2.7960, 14.2190)  -0.6649
C (25.4140, -3.3100, 13.1880)  -0.0548
O (27.5290, -3.0540, 13.9520)  0.0468
H (24.8390, -1.1260, 14.4030)  0.0842
H (26.3120, -0.8020, 13.6980)  0.0680
H (26.3250, -0.9810, 15.4160)  0.0708
H (26.0210, -3.3560, 15.1270)  0.0931
H (25.5890, -4.2990, 12.8200)  0.0783
H (25.3370, -2.6820, 12.3240)  0.0805
H (24.3710, -3.3580, 13.5750)  0.0800
H (28.0770, -2.7290, 14.6640)  0.0816
C (30.6350, -0.4620, 18.4380)  -0.0374
C (31.2730, 0.0790, 17.1960)  -0.6463
C (32.3390, 1.1110, 17.5150)  -0.0213
O (31.8170, -0.7710, 16.4760)  0.0261
H (31.2120, -1.1640, 18.9870)  0.0771
H (29.7010, -0.9030, 18.2320)  0.0446
H (30.3950, 0.3650, 19.1210)  0.0793
H (30.5320, 0.4870, 16.4750)  0.1560
H (33.1540, 0.9900, 16.8190)  0.0791
H (32.7940, 0.8690, 18.4970)  0.0992
H (31.9860, 2.1120, 17.4380)  0.0696
H (31.9450, -0.2750, 15.6750)  0.1266
C (29.1890, -8.8360, 17.7200)  -0.0173
C (28.4890, -8.0870, 18.7870)  -0.5883
C (29.3890, -7.6990, 19.9920)  -0.0141
O (28.0290, -6.9760, 18.3520)  -0.0799
H (30.0480, -8.3180, 17.3640)  0.0654
H (28.4130, -8.9600, 17.0020)  0.0823
H (29.5030, -9.8000, 18.1360)  0.0986
H (27.6470, -8.6270, 19.1840)  0.1408
H (30.2230, -7.0360, 19.6330)  0.1031
H (29.8050, -8.4190, 20.6430)  0.0606
H (28.8520, -7.1060, 20.7080)  0.0459
H (27.8000, -6.4040, 19.1130)  0.0745
C (32.0120, -4.0030, 17.1480)  -0.0295
C (30.9600, -4.2710, 16.0780)  -0.6527
C (30.0480, -5.3460, 16.5750)  -0.0426
O (30.2620, -3.3500, 15.6710)  0.0374
H (32.5600, -4.9450, 17.2270)  0.0900
H (31.6130, -3.7290, 18.0900)  0.0448
H (32.7510, -3.3140, 16.8470)  0.0579
H (31.6100, -4.6490, 15.3050)  0.1470
H (29.3650, -5.6800, 15.7810)  0.0862
H (29.4100, -5.0230, 17.4290)  0.0593
H (30.5430, -6.1880, 16.9890)  0.0567
H (29.8980, -2.8240, 16.4280)  0.1278

structure (SMILES)	NC(N)=O.NC(N)=O.NC(N)=O.NC(N)=O.NC(N)=O.NC(N)=O.CC(C)O.CC(C)O.CC(C)O.CC(C)O.CO.CO
orbital gap	7.14	eV
ΔE to the lowest compared entry with this formula, charge and spin	0.0	kcal per mole
lowest unoccupied orbital energy	-0.7	eV
energy	-64224.4262	eV



C35H57N2O6Se2V as an isolated structure. Source: OMol25; level of theory: ωB97M-V/def2-TZVPD.

Last column: Löwdin charge in e.
Positions of all 103 atoms, in Å:
V (0.0574, -2.8765, 0.6323)  1.1237
C (-0.0746, 6.3870, -1.1073)  -0.0730
C (-1.5171, 5.9313, -0.9083)  -0.5412
C (-2.0989, 6.4975, 0.3657)  -0.0994
C (-2.5116, 6.5423, -1.9843)  -0.0567
C (-1.6731, 4.3502, -0.8694)  -0.1968
C (-0.6807, 3.5334, -1.3348)  -0.1196
C (-0.8971, 2.1845, -1.2850)  -0.4474
Se (0.1370, 0.9188, -2.3005)  1.1313
C (1.7334, 0.4747, -1.2754)  -0.4013
C (2.5268, 1.5389, -0.9432)  -0.0750
C (3.8465, 1.3342, -0.5284)  -0.1407
C (4.3362, 0.0166, -0.5869)  0.0331
C (3.4904, -1.1379, -0.8591)  -0.0549
C (2.1031, -0.8493, -1.0021)  -0.2890
O (1.1138, -1.7573, -0.6928)  -0.1713
C (4.0751, -2.5439, -0.9953)  -0.4904
C (5.3660, -2.4800, -1.9698)  -0.0258
C (3.0919, -3.6473, -1.5154)  -0.0259
C (4.7156, -2.9106, 0.3218)  -0.0696
C (4.7788, 2.4518, 0.0751)  -0.4696
C (6.2227, 2.0148, 0.4220)  -0.0904
C (4.9148, 3.5467, -1.0887)  -0.0262
C (4.2217, 3.0651, 1.4486)  -0.0266
C (-1.8692, 1.5778, -0.3983)  -0.4392
O (-1.8149, 0.3208, -0.1818)  -0.1751
C (-2.8961, 2.4921, 0.1136)  -0.0908
C (-2.8221, 3.8144, -0.3097)  -0.0133
C (-3.9761, 1.9628, 1.0896)  -0.5252
C (-4.8959, 3.1500, 1.6722)  -0.0507
C (-3.2634, 1.2959, 2.3014)  -0.0443
C (-4.9323, 1.0137, 0.3713)  -0.0670
H (0.0126, 7.5022, -0.9326)  0.0955
H (0.3725, 6.1065, -2.1099)  0.0906
H (0.4838, 5.8478, -0.3273)  0.0791
H (-1.9722, 7.6151, 0.3161)  0.0905
H (-1.5948, 6.1063, 1.2425)  0.0854
H (-3.1901, 6.4179, 0.4549)  0.0772
H (-2.1864, 6.2212, -2.9880)  0.0796
H (-2.6393, 7.6410, -1.9308)  0.0801
H (-3.4981, 6.0982, -1.8519)  0.0648
H (0.1726, 3.9385, -1.9412)  0.1137
H (2.1937, 2.5530, -0.7953)  0.1140
H (5.3102, -0.1530, -0.2396)  0.0676
H (4.9800, -2.4038, -2.9718)  0.0693
H (5.9411, -3.4384, -1.8244)  0.1012
H (5.8821, -1.5433, -1.7378)  0.0642
H (2.3100, -3.1540, -2.0935)  0.0686
H (2.5996, -4.1916, -0.7182)  0.0613
H (3.5257, -4.2948, -2.2561)  0.0752
H (5.4996, -2.1969, 0.5196)  0.0701
H (5.0644, -3.9941, 0.4136)  0.1206
H (3.9900, -2.6951, 1.0899)  0.0691
H (6.6191, 1.5677, -0.5110)  0.0914
H (6.2037, 1.3171, 1.3022)  0.0978
H (6.8399, 2.8853, 0.6949)  0.0860
H (5.9746, 3.6846, -1.1742)  0.0547
H (4.4877, 4.4481, -0.7479)  0.0529
H (4.5089, 3.4263, -2.1067)  0.0907
H (4.1542, 2.2112, 2.1549)  0.0925
H (3.2912, 3.6142, 1.2771)  0.0759
H (4.9670, 3.7632, 1.7425)  0.0581
H (-3.7768, 4.3452, -0.2018)  0.1018
H (-4.2356, 3.5811, 2.4162)  0.0625
H (-5.6671, 2.5838, 2.2170)  0.0685
H (-5.3409, 3.8766, 0.9483)  0.0837
H (-2.8998, 2.1560, 2.9077)  0.0839
H (-2.4198, 0.6486, 2.0402)  0.0493
H (-4.0715, 0.7918, 2.8668)  0.0810
H (-5.3404, 1.5735, -0.4808)  0.0886
H (-5.7806, 0.7291, 1.0855)  0.0956
H (-4.3300, 0.2029, 0.0405)  0.0492
C (0.3048, -1.3571, 2.2281)  -0.0742
H (-0.1554, -1.8019, 3.1675)  0.0368
H (-0.1837, -0.3678, 1.8398)  0.0580
H (1.4100, -1.3183, 2.2991)  0.0233
O (-0.6054, -4.5472, 3.1248)  -0.5918
Se (0.7904, -5.2936, 2.6793)  1.2314
O (0.6666, -6.5164, 1.3477)  -0.4062
O (1.3738, -3.8822, 1.7406)  -0.6347
O (-0.2621, -4.5390, -0.3418)  -0.3780
C (-0.8524, -4.4785, -1.6529)  -0.2462
C (-2.2179, -3.7939, -1.5863)  -0.1109
N (-2.9605, -4.2640, -0.3959)  -0.0445
C (-3.8744, -5.4039, -0.5813)  -0.1515
C (-3.3302, -6.6682, 0.2359)  -0.0407
C (-2.8006, -3.7711, 0.8433)  -0.3543
C (-3.8961, -4.0707, 1.8601)  0.0264
N (-1.9353, -2.8367, 1.1386)  0.0590
H (-0.2667, -3.9939, -2.4700)  0.1262
H (-0.9637, -5.5949, -1.9529)  0.1416
H (0.4207, -6.0135, 0.4810)  0.0394
H (-2.7872, -4.0011, -2.5395)  0.1464
H (-1.9907, -2.7043, -1.6060)  0.1365
H (-3.8631, -5.6983, -1.6561)  0.1240
H (-4.9229, -5.1171, -0.3831)  0.1152
H (-4.1645, -7.3302, 0.4029)  0.0659
H (-2.9897, -6.5320, 1.2699)  0.0657
H (-2.4931, -7.1380, -0.2829)  0.0728
H (-3.5827, -4.8380, 2.6153)  0.1106
H (-4.8476, -4.4070, 1.4692)  0.0782
H (-3.9788, -3.1802, 2.4406)  0.0803
H (-2.2907, -2.1423, 1.7984)  0.1020

orbital gap (alpha / beta)	3.00 / 2.99	eV
ΔE to the lowest compared entry with this formula, charge and spin	115.3	kcal per mole
lowest unoccupied orbital energy (alpha / beta)	-2.9 / -2.9	eV
energy	-208857.0083	eV



A single C4H5NO2 molecule. Source: OMol25; level of theory: ωB97M-V/def2-TZVPD.

Last column: Löwdin charge in e.
Positions of all 12 atoms, in Å:
C (-0.9502, -0.0356, -0.1241)  -0.5635
C (0.9476, 1.2687, 0.0272)  -0.0851
C (1.3404, -0.1531, -0.3426)  -0.2171
C (0.9208, -1.2138, 0.5858)  -0.0512
H (1.4159, 1.6236, 0.9622)  0.1319
H (1.1312, 1.9801, -0.8376)  0.1442
H (2.1987, -0.3587, -1.0202)  0.1560
H (1.4283, -2.1751, 0.4978)  0.1196
H (0.5310, -0.9204, 1.5352)  0.1241
N (0.0792, -0.8677, -0.5700)  0.0687
O (-2.1191, -0.3126, -0.0174)  0.1339
O (-0.4824, 1.1536, 0.2642)  0.0385

structure (SMILES)	O=C1OC[C@H]2CN12
orbital gap	11.23	eV
ΔE to the lowest compared entry with this formula, charge and spin	31.0	kcal per mole
lowest unoccupied orbital energy	0.8	eV
energy	-9812.9685	eV